(1)
DFT (wB97M-V/def2-TZVPD) results for C19H16B3F9O14S as an isolated structure.

Geometry as XYZ:
```
62
Properties=species:S:1:pos:R:3:forces:R:3
C -1.8279 2.3434 4.0354 0.1229 0.5496 0.0087
C -1.0572 3.3578 3.1778 -0.3395 0.5030 -0.9144
O -1.2544 4.7034 3.6217 0.0373 -0.2970 0.1945
C -1.5315 3.2683 1.6683 1.2814 -0.7524 -0.1798
B -0.2209 3.1997 0.7787 -1.1950 0.9528 -0.9348
O 0.8522 4.1131 0.8788 -0.1769 -1.9569 0.5475
B 2.0125 3.3623 1.0088 1.0304 0.9585 -0.1969
O 2.2006 2.0848 0.4501 -1.1369 -0.2799 0.7140
B 1.0190 1.4586 0.1047 0.5541 1.4556 -0.8149
S 0.7727 -0.4140 -0.0295 -3.0428 -0.9311 -1.9870
O 1.0232 -0.8814 -1.3721 1.9289 0.3664 0.3198
O -0.6246 -0.6503 0.2637 0.3360 0.4111 1.5969
C 1.7080 -1.4011 1.2467 0.7809 -0.8759 -0.1185
F 1.7639 -2.6462 0.7480 -0.1076 0.2044 -0.5494
F 1.0147 -1.5133 2.3810 0.0702 0.7835 0.1362
C 3.1972 -0.9594 1.4931 0.3141 -0.7470 0.3230
F 3.8964 -2.0973 1.6965 -0.0520 0.1299 0.2207
F 3.7382 -0.4185 0.3874 -0.5540 0.5155 0.0501
C 3.4256 -0.0859 2.7716 0.1836 0.0025 0.3032
F 2.4031 0.7529 3.0551 -0.0582 -0.0044 -0.6453
F 3.5072 -0.9427 3.8071 0.0714 0.1508 -0.0844
C 4.7427 0.7587 2.7680 -0.3843 -0.0332 1.1744
F 5.7849 -0.0529 2.6894 0.1853 -0.0294 -0.4893
F 4.7754 1.6992 1.8483 0.0493 -0.1434 -0.5609
F 4.7995 1.3767 3.9567 -0.0274 -0.0437 0.0663
O -0.0797 2.2008 -0.2131 1.1678 -1.8594 3.4232
H -1.7350 1.3525 3.5552 -0.0344 0.3723 0.4249
H -1.4539 2.3237 5.0716 -0.0282 -0.1057 -0.4326
H -2.8957 2.6246 4.0801 0.4468 -0.1211 -0.1677
H 0.0450 3.1846 3.2139 -0.5679 -0.3438 0.2131
H -0.7684 5.2751 3.0090 -0.1268 -0.1137 0.2591
H -2.1490 4.1270 1.3534 0.0135 -0.3608 0.4465
H -2.0539 2.3072 1.4998 -0.0835 0.6424 -0.0252
H 2.9027 3.8320 1.6396 0.0617 -0.0746 -0.1611
C -1.5058 1.8537 -3.8190 -0.0553 -0.1594 -0.1661
C -1.4480 3.0001 -3.1345 0.3339 -0.3438 0.1910
C -2.1934 4.2196 -3.5782 -0.4079 0.2810 -0.4325
O -2.1200 5.2320 -2.9051 0.2296 -0.1905 0.2337
C -2.9747 4.1382 -4.8073 0.1052 0.1544 0.2420
C -3.0313 2.9927 -5.4963 -0.3674 0.4784 -0.3154
C -2.3070 1.7643 -5.0373 0.3737 -0.3168 0.3968
O -2.4059 0.7436 -5.6901 -0.1937 0.2062 -0.2178
O -3.7350 2.8823 -6.6272 0.3367 -0.4374 0.2921
O -0.7208 3.1187 -2.0124 -1.0308 1.2641 -2.2301
H -0.9731 0.9652 -3.5062 -0.0095 0.0063 0.0140
H -3.4946 5.0304 -5.1269 -0.0099 -0.0224 -0.0103
H -3.6136 1.9594 -6.9246 -0.0530 0.0507 -0.0345
H -0.8524 4.0427 -1.7204 0.0163 0.0486 -0.1394
C -0.3049 -7.8333 -0.3887 0.2125 0.0352 -0.1754
C -1.2913 -7.2708 0.3181 0.0018 -0.6656 0.0954
C -1.5285 -5.7919 0.2955 0.1790 0.6067 -0.2087
O -2.4515 -5.3336 0.9427 -0.0595 -0.3533 0.1160
C -0.6310 -4.9654 -0.5044 -0.2384 0.0233 0.1913
C 0.3580 -5.5269 -1.2090 0.0140 0.6634 -0.0794
C 0.5783 -7.0081 -1.2074 -0.1402 -0.5751 0.1928
O 1.4807 -7.4718 -1.8795 0.0675 0.3211 -0.0734
O 1.1996 -4.7992 -1.9502 -0.0032 -0.6184 0.0831
O -2.1177 -7.9954 1.0806 -0.0071 0.5937 -0.0835
H -0.1254 -8.8993 -0.3819 -0.0213 0.0089 0.0046
H -0.8016 -3.8970 -0.4993 0.0154 0.0014 -0.0252
H 1.8148 -5.4399 -2.3564 -0.0058 0.0811 -0.0196
H -2.7366 -7.3539 1.4807 -0.0027 -0.0669 -0.0015
```
Positions in Å, forces in eV/Å.

Calculated values
* HOMO energy: -9.6 eV
* Kohn-Sham gap: 0.293 Ha
* LUMO level: -1.60 eV

---

(2)
DFT (wB97M-V/def2-TZVPD) results for C19H16BrFeI4N2 as an isolated structure.

Geometry as XYZ:
```
43
Properties=species:S:1:pos:R:3:forces:R:3
Fe 1.2268 -0.9446 2.0823 0.2357 0.5792 -2.7397
I -1.1766 -2.7350 4.6745 -0.0056 0.0490 0.0166
C 0.1257 -4.2038 3.9274 0.0876 0.0141 -0.0268
I 1.8227 -3.4376 2.8476 -0.0171 -0.0709 -0.0228
H -0.3888 -4.8765 3.2532 -0.0444 0.0203 0.0030
H 0.5746 -4.7345 4.7586 -0.0242 -0.0327 -0.0059
I 3.6174 -0.0174 2.8198 0.0316 -0.1018 0.0914
I 4.2449 -1.0571 5.1806 0.0242 0.0376 0.0686
N 1.5411 -0.1772 0.3300 0.3514 -0.0016 2.2893
C 1.0792 0.6397 -0.5163 -0.5560 -0.6276 -0.1469
C 1.5186 2.0231 -0.7120 0.1281 0.0906 0.0705
C 2.1759 2.7246 0.3021 0.0159 -0.0018 0.0510
C 2.5897 4.0233 0.0830 -0.0075 0.0056 -0.0182
C 2.3593 4.6234 -1.1518 0.0095 0.0079 0.0095
C 1.7071 3.9314 -2.1632 0.0020 -0.0124 0.0108
C 1.2798 2.6326 -1.9451 -0.0401 -0.0544 -0.0269
C -0.0634 0.0748 -1.3147 -0.0753 -0.0770 0.0931
C 0.1709 -0.8788 -2.2218 0.0445 -0.0566 -0.0517
C -0.8851 -1.4333 -3.0690 0.0602 -0.0009 -0.0027
C -2.1616 -1.1273 -2.8518 -0.0444 0.0497 0.0095
C -2.5648 -0.2232 -1.7309 0.0464 -0.0412 -0.0747
C -1.4460 0.6307 -1.0574 -0.0491 0.0725 0.0629
H 2.3327 2.2639 1.2693 0.0097 -0.0173 -0.0008
H 3.0888 4.5750 0.8678 -0.0019 -0.0087 -0.0012
H 2.6900 5.6393 -1.3232 -0.0053 -0.0093 0.0007
H 1.5353 4.4031 -3.1208 -0.0057 -0.0085 0.0045
H 0.7820 2.0823 -2.7339 0.0085 0.0105 -0.0063
H 1.1879 -1.2214 -2.3750 -0.0133 -0.0221 -0.0068
H -0.5986 -2.0911 -3.8781 0.0085 0.0053 0.0103
H -2.9435 -1.5402 -3.4778 0.0081 0.0099 -0.0020
H -3.3947 0.4126 -2.0370 -0.0007 0.0179 0.0195
H -1.4654 1.7013 -1.2671 0.0255 -0.0004 -0.0127
Br -0.4022 1.1073 2.5992 -0.2377 0.0522 -0.1148
C -1.1708 -0.1420 1.3673 0.0889 0.0749 0.2273
C -2.1246 0.2871 0.3324 -0.0072 -0.0086 -0.0245
C -2.8920 -0.8806 -0.3518 -0.0055 0.0321 0.0387
C -2.2147 -2.1970 -0.1415 -0.0135 -0.0273 -0.0171
C -1.1555 -2.3549 0.6386 0.0730 -0.0144 0.1034
N -0.6294 -1.2856 1.4325 -0.0918 0.0590 0.1527
H -2.7633 1.0992 0.6696 -0.0111 0.0019 -0.0157
H -3.9528 -0.9564 -0.1140 -0.0014 -0.0076 -0.0165
H -2.6091 -3.0623 -0.6590 -0.0087 0.0063 0.0122
H -0.6474 -3.2969 0.7775 0.0083 0.0068 -0.0107
```
Positions in Å, forces in eV/Å.

Calculated values
* HOMO energy (spin up / spin down): -14.4 / -14.4 eV
* 2S+1: 2
* Kohn-Sham gap (spin up / spin down): 0.212 / 0.223 Ha
* LUMO level (spin up / spin down): -8.61 / -8.32 eV
* ⟨S²⟩: 1.149
* charge: +2

---

(3)
DFT (wB97M-V/def2-TZVPD) results for C19H16BrNO4ReSSbSe4 as an isolated structure.

Geometry as XYZ:
```
48
Properties=species:S:1:pos:R:3:forces:R:3
Re -0.1604 -0.0900 -0.4110 0.4792 -1.2315 0.1839
O 0.0037 -3.8470 0.9291 -0.0214 0.1281 -0.0750
C -0.2773 -2.8423 0.3512 -0.0882 -0.3677 -0.0704
O 0.6216 -1.8955 0.0383 -0.6090 1.5208 0.3133
C -1.6529 -2.5431 -0.1718 -0.1450 -0.1879 -0.1998
C -2.6769 -3.4741 -0.0406 0.0542 -0.0115 0.0366
C -3.8834 -3.1993 -0.6314 -0.0024 0.0174 0.0060
C -4.0512 -2.0197 -1.3820 0.3035 0.1495 0.0216
C -5.2476 -1.7286 -2.0759 -0.0763 -0.0208 -0.0011
C -5.3596 -0.5916 -2.8217 -0.1158 -0.0665 0.0283
C -4.2886 0.3215 -2.8844 0.1090 -0.0510 0.0554
C -3.1222 0.0838 -2.2095 0.0369 0.0797 0.0028
C -2.9682 -1.0980 -1.4586 -0.4021 -0.0017 -0.0360
N -1.7923 -1.3910 -0.8218 0.3627 0.0900 0.2796
H -2.4795 -4.3770 0.5197 -0.0269 -0.0065 -0.0229
H -4.7121 -3.8905 -0.5387 0.0061 -0.0080 -0.0258
H -6.0642 -2.4359 -2.0059 -0.0108 0.0159 -0.0490
H -6.2717 -0.3841 -3.3641 0.0001 -0.0010 0.0070
H -4.3871 1.2196 -3.4789 -0.0114 0.0122 0.0187
H -2.3177 0.8037 -2.2508 0.0053 0.0020 -0.0213
Se 4.3895 1.3402 -1.9983 -0.5280 -1.1503 0.2844
Sb 3.3070 -0.6996 -1.4933 0.6561 -0.3865 -0.3313
Se 0.6755 0.2844 -2.4467 -0.4107 0.2501 -0.2116
Se 1.5673 0.7692 1.0446 0.3119 -0.1877 0.3696
Se 3.2456 -3.0440 -1.2340 0.0953 1.5498 -0.1604
C 1.9295 3.8520 1.6279 -0.0886 0.1253 -0.0062
S 0.8030 2.5426 2.1517 0.1355 0.2276 0.0148
C 1.4478 2.1971 3.7992 0.0052 0.0115 0.0262
H 2.9552 3.4923 1.6093 -0.0175 -0.0650 0.0586
H 1.8186 4.6700 2.3394 -0.0100 -0.0047 -0.0069
H 1.6215 4.1850 0.6394 -0.0413 -0.0556 0.0010
H 1.2276 3.0682 4.4160 -0.0172 0.0084 -0.0269
H 2.5201 2.0191 3.7551 -0.0053 -0.0106 -0.0346
H 0.9279 1.3263 4.1918 -0.0391 -0.0064 -0.0698
Br -4.5597 0.3645 5.7452 0.0454 0.1514 -0.2727
C -4.2043 1.2379 4.0986 -0.0498 -0.1544 0.2703
C -4.9520 2.3475 3.7254 0.0104 -0.0170 0.0128
C -4.6841 2.9872 2.5227 -0.0206 0.0465 -0.0550
C -3.6721 2.5314 1.6963 0.0850 -0.0164 -0.0752
C -2.9350 1.4123 2.0786 0.0798 -0.0208 0.0127
C -3.2006 0.7560 3.2810 0.0301 -0.0118 -0.0221
C -1.8681 0.8867 1.2227 -0.5939 0.3802 0.4097
O -1.5174 1.4734 0.1371 0.5898 -0.6244 -0.3036
O -1.2326 -0.1716 1.5119 -0.0395 -0.0958 -0.3830
H -5.7400 2.7087 4.3719 0.0019 -0.0115 0.0031
H -5.2764 3.8440 2.2317 0.0168 0.0111 0.0157
H -3.4494 3.0255 0.7598 -0.0402 0.0071 0.0068
H -2.6284 -0.1171 3.5617 -0.0090 -0.0115 0.0220
```
Positions in Å, forces in eV/Å.

Calculated values
* energy relative to the best compared isomer or geometry (same formula, charge and spin): 10.21 kcal per mole
* HOMO energy: -13.8 eV
* Kohn-Sham gap: 0.183 Ha
* LUMO level: -8.78 eV
* charge: +2

---

(4)
DFT (wB97M-V/def2-TZVPD) results for C19H16I2N2ORuSSe as an isolated structure.

Geometry as XYZ:
```
43
Properties=species:S:1:pos:R:3:forces:R:3
Ru 11.7741 5.4678 6.0655 2.3268 1.0267 2.1770
I 7.0916 8.6679 9.9594 -0.5462 0.2286 0.2262
C 8.9241 7.8542 9.4830 -0.6697 -0.0338 0.0073
C 9.3688 6.7272 10.1637 -1.0646 1.1839 1.5626
C 10.5519 6.1925 9.7801 1.2458 -0.6318 -2.0491
I 11.0990 4.3366 10.3649 0.3402 -1.2966 0.9010
C 11.2710 6.6315 8.6144 -1.7591 0.3154 1.2603
O 12.1887 5.8907 8.0467 -0.4645 0.4837 0.6605
C 10.8293 7.8732 8.0959 1.8220 -1.3142 -1.9451
C 11.7241 8.4504 6.9849 -0.9567 0.6230 1.7322
N 11.8720 7.6296 5.7805 -0.1497 -0.2713 -1.7909
C 13.1495 7.8813 5.0530 1.6013 0.2105 -0.4881
C 14.2892 7.0780 5.6440 0.4781 1.3920 -0.2110
C 15.6709 7.3479 5.5141 -2.4589 1.9972 -0.6991
C 16.5537 6.3307 5.7482 2.6863 0.4844 -0.4652
C 16.0749 5.2078 6.4337 -1.3981 -1.2769 0.9016
C 14.7166 5.0590 6.6873 2.6710 -0.8146 -0.3977
N 13.8037 5.8942 6.1632 -0.0160 0.0361 -1.0048
C 9.6181 8.4056 8.4297 -0.1293 1.3602 0.1598
H 8.8262 6.4030 11.0925 0.5636 0.0295 -1.2748
H 12.7024 8.5972 7.4773 -0.1583 -0.0537 -0.7251
H 11.2540 9.4200 6.7517 0.5963 -0.1223 -0.2896
H 11.1643 7.8739 5.0718 0.0163 -0.0174 0.8868
H 13.4055 8.9536 5.0178 -0.2651 -0.2386 0.0884
H 13.0478 7.5468 3.9863 -0.4266 0.1838 0.7546
H 16.0354 8.3951 5.2231 -0.7616 -1.7133 0.1251
H 17.6242 6.4997 5.4377 -1.2259 -0.4973 0.7473
H 16.7393 4.4395 6.8206 -0.0384 0.1536 -0.0805
H 14.3592 4.1912 7.2014 -0.1945 -0.2522 0.3433
H 9.2889 9.3443 7.9314 0.0871 -0.8587 0.4260
S 10.2241 4.4914 4.8854 -1.6145 -2.6203 -0.0650
C 8.7201 4.8880 5.7741 -1.1935 0.7816 -0.6270
C 8.1818 6.0952 5.2464 1.4815 -1.0223 -0.7089
C 7.0250 6.5929 5.7641 -0.9818 0.9876 0.2308
C 6.4373 5.9479 6.8714 -0.8387 0.2864 0.0901
C 6.8901 4.6956 7.3265 0.4976 1.3297 -1.4592
C 8.0054 4.1219 6.7161 1.1676 0.5989 -0.7925
H 8.7104 6.5308 4.3492 -0.7512 -0.2016 1.1336
H 6.5763 7.5040 5.2818 0.3800 -0.9924 0.8689
H 5.5441 6.4402 7.3289 0.8762 -0.6858 -0.3427
H 6.3711 4.1799 8.0856 -0.4965 -0.4658 0.7462
H 8.3733 3.1171 6.8999 -0.1241 0.1606 0.4464
Se 11.2703 2.9718 6.2291 -0.1538 1.5277 -1.0597
```
Positions in Å, forces in eV/Å.

Calculated values
* energy relative to the best compared isomer or geometry (same formula, charge and spin): 0.00 kcal per mole
* HOMO energy (spin up / spin down): -4.3 / -7.9 eV
* 2S+1: 5
* Kohn-Sham gap (spin up / spin down): 0.109 / 0.221 Ha
* LUMO level (spin up / spin down): -1.32 / -1.85 eV
* ⟨S²⟩: 6.046